Entry 1:
{"formula": "C14H36Cl3IrN5O7P3Se2", "method": "ωB97M-V/def2-TZVPD", "species": ["Ir", "N", "C", "C", "P", "O", "O", "O", "P", "O", "O", "O", "H", "H", "H", "H", "H", "H", "H", "H", "C", "Se", "C", "C", "Se", "C", "H", "H", "H", "H", "H", "H", "H", "H", "H", "H", "Cl", "C", "Cl", "Cl", "C", "N", "C", "N", "C", "P", "O", "N", "C", "C", "N", "C", "C", "H", "H", "H", "H", "H", "H", "H", "H", "H", "H", "H", "H", "H", "H", "H", "H", "H", "H"], "xyz": [[-0.32155, 0.06712, -0.17691], [-1.42492, -1.36230, 3.72675], [-2.28224, -1.64948, 2.51362], [-3.53055, -2.39053, 2.96971], [-2.64422, 0.01061, 1.77770], [-2.81545, -0.33632, 0.20759], [-3.78695, 0.64933, 2.42734], [-1.25683, 0.68106, 1.74112], [-1.25808, -2.64645, 1.34216], [-0.71061, -3.71916, 2.39995], [-2.10311, -3.18475, 0.26100], [-0.05982, -1.77796, 0.96301], [-1.98081, -0.90985, 4.45634], [-0.65918, -0.73480, 3.45919], [-1.04064, -2.24034, 4.08912], [-4.17662, -1.73598, 3.55551], [-3.26745, -3.27628, 3.55161], [-4.08624, -2.73570, 2.09815], [-3.43270, -1.04744, -0.03730], [-0.65796, -4.63835, 2.09527], [0.14341, -3.13494, -2.06214], [-1.00978, -1.58528, -2.22523], [-0.16864, -0.72589, -3.75801], [1.29129, -0.40694, -3.55788], [1.57173, 0.84379, -2.07255], [3.31472, 0.16004, -1.54854], [0.23410, -3.58459, -3.04878], [-0.38575, -3.80175, -1.39078], [1.11354, -2.86477, -1.65481], [-0.77042, 0.16323, -3.94095], [-0.30549, -1.39793, -4.60580], [1.71511, 0.05073, -4.45141], [1.86540, -1.30497, -3.33135], [3.95740, 0.17300, -2.42562], [3.22142, -0.84753, -1.15234], [3.72229, 0.83027, -0.79734], [1.69242, 0.46509, 4.64146], [2.88981, 0.67533, 3.33925], [3.59327, 2.28645, 3.41279], [4.13076, -0.57690, 3.42584], [2.16499, 0.53372, 2.07441], [1.59198, 0.43075, 1.09096], [-3.93341, 3.50602, -2.82198], [-3.41045, 3.11253, -1.51325], [-4.38313, 2.37147, -0.71193], [-1.80351, 3.02603, -1.22222], [-1.22163, 1.60526, -1.35436], [-1.55564, 3.62816, 0.27550], [-0.20405, 3.56613, 0.81779], [-2.58919, 4.10400, 1.18960], [-0.98466, 3.97451, -2.27851], [-0.99648, 5.43144, -2.13765], [-0.48714, 3.51236, -3.56429], [-4.86698, 4.04881, -2.67346], [-4.13873, 2.63164, -3.44652], [-3.23916, 4.16146, -3.33996], [-5.28684, 2.97362, -0.61039], [-4.00560, 2.16349, 0.28782], [-4.64658, 1.42575, -1.19445], [0.52713, 3.50969, 0.00796], [-0.08391, 2.71448, 1.49077], [-0.00658, 4.48215, 1.37662], [-3.47037, 4.41379, 0.63159], [-2.20627, 4.97435, 1.72403], [-2.86609, 3.33577, 1.91475], [-1.50601, 5.72403, -1.22260], [-1.51301, 5.89311, -2.98318], [0.02573, 5.81387, -2.10786], [-0.62287, 2.43593, -3.65771], [0.57539, 3.74355, -3.66962], [-1.02703, 3.99564, -4.38330]], "lowdin_charge": [1.246, 0.197, -0.505, -0.051, 0.328, -0.239, -0.229, -0.432, 0.308, -0.109, -0.291, -0.454, 0.179, 0.097, 0.158, 0.093, 0.098, 0.099, 0.107, 0.116, -0.311, 1.035, -0.506, -0.483, 0.996, -0.344, 0.053, 0.017, 0.035, 0.055, 0.090, 0.090, 0.068, 0.046, 0.036, 0.025, 0.653, -1.596, 0.685, 0.682, -0.321, 0.110, -0.063, -0.288, -0.085, 0.565, -0.519, -0.291, -0.096, -0.070, -0.305, -0.070, -0.100, 0.098, 0.095, 0.068, 0.103, 0.047, 0.093, 0.078, 0.046, 0.098, 0.084, 0.095, 0.080, 0.084, 0.091, 0.096, 0.049, 0.090, 0.093], "spin_multiplicity": 5, "lumo_ev": [-5.032, -7.698], "orbital_gap_ev": [8.66, 6.41], "charge": 2, "s_squared": 6.01, "e_homo_ev": [-13.694, -14.111]}

Entry 2:
{"formula": "C14H36Cl6O4S4", "method": "ωB97M-V/def2-TZVPD", "species": ["C", "S", "O", "C", "H", "H", "H", "H", "H", "H", "C", "S", "O", "C", "H", "H", "H", "H", "H", "H", "C", "S", "O", "C", "H", "H", "H", "H", "H", "H", "C", "S", "O", "C", "H", "H", "H", "H", "H", "H", "Cl", "C", "C", "Cl", "H", "H", "H", "H", "Cl", "C", "C", "Cl", "H", "H", "H", "H", "Cl", "C", "C", "Cl", "H", "H", "H", "H"], "xyz": [[4.00392, -3.64585, 0.33688], [3.21604, -3.54680, 2.05619], [4.43720, -4.01096, 2.86239], [3.31814, -1.70751, 2.06720], [3.43409, -3.16430, -0.45779], [4.23655, -4.68134, 0.08839], [4.93890, -3.08651, 0.36949], [3.15837, -1.37275, 3.09214], [2.55818, -1.44107, 1.33265], [4.35866, -1.48946, 1.82659], [-4.10844, 4.43257, 1.51669], [-3.68389, 2.74666, 1.01145], [-4.94694, 1.93046, 1.17181], [-3.57090, 2.84331, -0.81416], [-4.51411, 4.33131, 2.52331], [-4.93590, 4.77142, 0.89333], [-3.23993, 5.07409, 1.36757], [-2.89462, 3.63181, -1.14434], [-4.60069, 3.02609, -1.12113], [-3.27134, 1.88880, -1.24690], [-1.02976, -0.53540, -1.07908], [0.19371, -1.26699, 0.03866], [1.52868, -0.75815, -0.50233], [-0.11564, -0.13405, 1.47879], [-0.79934, -0.89211, -2.08295], [-0.90044, 0.54606, -1.03645], [-2.01422, -0.74458, -0.66054], [-1.18962, -0.18017, 1.65914], [0.15791, 0.90921, 1.32104], [0.34890, -0.52744, 2.38297], [1.76280, 3.08319, 0.56847], [0.12162, 3.59329, 1.25667], [0.25844, 3.90920, 2.73123], [-0.05684, 5.19842, 0.35330], [2.51149, 3.83488, 0.81850], [1.74187, 2.85469, -0.49711], [2.18243, 2.23661, 1.11190], [-0.89858, 5.73356, 0.79284], [-0.32698, 5.02293, -0.68801], [0.76655, 5.90017, 0.48621], [-0.54669, -2.55461, -4.64504], [-0.68974, -3.77456, -3.31439], [0.28694, -4.94750, -3.44249], [1.91723, -4.30460, -3.19219], [-1.70564, -4.16954, -3.31971], [-0.60261, -3.28164, -2.34612], [0.22379, -5.44700, -4.40925], [0.03411, -5.57045, -2.58453], [-1.22199, -2.29219, 3.67666], [-3.03770, -1.96830, 3.83337], [-3.35842, -0.50770, 3.95163], [-5.11709, -0.17065, 4.10964], [-3.54171, -2.55726, 4.59965], [-3.45750, -2.29898, 2.88336], [-2.94351, 0.01924, 3.09239], [-2.72185, -0.03750, 4.70116], [4.73514, -1.36197, -3.29452], [3.09158, -0.60178, -3.15029], [2.81605, 0.57782, -4.09010], [2.80801, 0.19149, -5.90121], [2.97325, -0.24642, -2.12665], [2.28306, -1.31670, -3.30288], [3.73130, 1.16782, -4.04193], [1.90773, 1.13941, -3.87176]], "nbo_charge": [-0.785, 1.172, -0.981, -0.809, 0.227, 0.234, 0.228, 0.231, 0.239, 0.236, -0.817, 1.208, -0.986, -0.814, 0.260, 0.232, 0.226, 0.216, 0.243, 0.238, -0.817, 1.211, -1.016, -0.796, 0.252, 0.227, 0.234, 0.219, 0.226, 0.250, -0.831, 1.185, -0.954, -0.818, 0.236, 0.237, 0.252, 0.235, 0.227, 0.240, -0.067, -0.372, -0.395, -0.046, 0.219, 0.208, 0.232, 0.225, -0.095, -0.350, -0.403, -0.024, 0.229, 0.213, 0.210, 0.224, -0.069, -0.393, -0.354, -0.106, 0.253, 0.226, 0.218, 0.222], "spin_multiplicity": 1, "lumo_ev": -0.032, "orbital_gap_ev": 8.75, "charge": 0, "e_homo_ev": -8.780}

Entry 3:
{"formula": "C14H36F3N3O8SV", "method": "ωB97M-V/def2-TZVPD", "species": ["O", "V", "C", "F", "F", "F", "S", "O", "O", "O", "C", "O", "H", "H", "H", "C", "C", "C", "O", "C", "N", "H", "H", "H", "H", "H", "H", "H", "H", "H", "H", "H", "C", "C", "C", "O", "C", "N", "H", "H", "H", "H", "H", "H", "H", "H", "H", "H", "H", "C", "C", "C", "O", "C", "N", "H", "H", "H", "H", "H", "H", "H", "H", "H", "H", "H"], "xyz": [[0.77003, -1.91845, 3.68112], [0.55707, -2.12284, 2.13569], [-3.82191, -2.91120, 3.14467], [-3.98451, -1.68132, 3.62057], [-3.25240, -3.64307, 4.10747], [-4.99015, -3.43784, 2.80496], [-2.71747, -2.92106, 1.64839], [-3.45888, -2.23833, 0.62743], [-1.54451, -2.20331, 2.20946], [-2.40913, -4.28515, 1.29946], [0.40321, 1.06466, 2.47724], [0.26706, -0.07388, 1.70155], [1.16377, 1.76966, 2.08085], [-0.50255, 1.68462, 2.40038], [0.70171, 0.87276, 3.51432], [1.29678, 1.74645, -3.49595], [1.81535, 1.25426, -2.17033], [2.22284, 2.40823, -1.24313], [3.16662, 3.33984, -1.71219], [4.29371, 2.88446, -2.44715], [0.85064, 0.38936, -1.46836], [1.17785, 0.92445, -4.20236], [1.88799, 2.54987, -3.94121], [0.32439, 2.25275, -3.45748], [2.74308, 0.69035, -2.31820], [2.56151, 1.98855, -0.28011], [1.33728, 3.00023, -0.99177], [5.17160, 3.37116, -2.01273], [4.21720, 3.26520, -3.46845], [4.42363, 1.80402, -2.40137], [-0.07036, 0.83625, -1.52199], [0.99786, 0.58795, -0.46837], [2.73395, -2.55849, -1.72630], [2.35251, -2.55509, -0.24360], [3.01536, -1.43451, 0.53663], [2.60391, -1.44880, 1.89361], [3.52920, -0.88521, 2.81790], [0.83816, -2.45733, -0.10796], [3.02500, -1.54881, -2.01981], [1.92716, -2.81345, -2.41183], [3.51436, -3.30768, -1.85824], [2.60766, -3.50457, 0.23625], [2.76218, -0.46794, 0.09130], [4.09829, -1.55476, 0.42765], [3.06416, -0.87526, 3.79853], [3.69917, 0.17114, 2.57977], [4.47754, -1.41748, 2.74536], [0.52723, -3.31777, -0.54920], [0.57630, -1.65253, -0.69725], [-2.15202, 2.70199, -0.64462], [-2.92509, 1.44812, -0.30484], [-4.18158, 1.27183, -1.13760], [-4.90219, 0.08296, -0.86395], [-5.63504, 0.14646, 0.34260], [-2.03189, 0.28848, -0.39808], [-1.34997, 3.00586, 0.04256], [-2.76931, 3.60832, -0.58535], [-1.62997, 2.71748, -1.60892], [-3.21226, 1.61964, 0.74747], [-3.88426, 1.17205, -2.18446], [-4.83953, 2.13223, -0.96480], [-6.25151, -0.75500, 0.33200], [-6.36987, 0.95681, 0.44448], [-4.95946, 0.13063, 1.20097], [-1.25555, 0.33132, 0.26007], [-2.60197, -0.47930, -0.04275]], "nbo_charge": [-0.466, 1.576, 0.719, -0.310, -0.317, -0.305, 2.342, -0.947, -0.993, -0.962, -0.235, -0.822, 0.137, 0.167, 0.166, -0.629, -0.082, -0.061, -0.547, -0.255, -0.875, 0.219, 0.222, 0.215, 0.164, 0.146, 0.190, 0.186, 0.182, 0.167, 0.396, 0.371, -0.634, -0.071, -0.072, -0.548, -0.242, -0.906, 0.223, 0.235, 0.223, 0.192, 0.199, 0.197, 0.231, 0.190, 0.186, 0.399, 0.448, -0.620, -0.088, -0.062, -0.528, -0.260, -0.888, 0.209, 0.212, 0.197, 0.161, 0.189, 0.163, 0.198, 0.160, 0.173, 0.380, 0.397], "spin_multiplicity": 2, "lumo_ev": [-1.156, -0.860], "orbital_gap_ev": [7.46, 7.76], "charge": 0, "s_squared": 0.78, "e_homo_ev": [-8.611, -8.615]}

Looking at calculated total energy for the records above, in order, we have -235841.013; -141763.226; -80626.295 eV.